No. 1
{
  "formula": "C5H5Cl2InLaNO4",
  "method": "the ωB97M-V functional and the def2-TZVPD basis",
  "elements": ["La", "In", "Cl", "Cl", "C", "C", "C", "O", "O", "O", "C", "C", "N", "O", "H", "H", "H", "H", "H"],
  "coordinates": [[-1.81712, 0.14412, -3.62610], [1.57993, 0.28663, 0.04485], [-2.16369, -2.01557, -2.35270], [-0.53781, 1.54442, -1.67618], [1.69988, 2.73669, 0.76740], [0.03621, -1.22926, -4.38284], [0.06087, 1.24923, -4.84897], [1.55132, 3.85984, 0.92718], [1.03558, -1.74248, -4.66937], [1.07329, 1.67600, -5.21049], [0.78938, -0.87715, 3.03900], [-0.41328, -0.47816, 2.25512], [-1.61360, -0.69335, 2.82590], [-0.40587, 0.05616, 1.09894], [0.47881, -1.29102, 4.01329], [1.43652, 0.00051, 3.21909], [1.35580, -1.66386, 2.50943], [-2.45890, -0.44336, 2.32786], [-1.68735, -1.11937, 3.73859]],
  "atomic_forces_ev_per_a": [[-4.8, 0.4, 0.8], [-0.9, 1.6, -0.7], [0.4, 0.0, 0.1], [1.4, -0.4, 1.0], [-0.5, 4.0, 0.4], [6.7, -4.3, -2.1], [6.5, 3.3, -2.9], [0.7, -4.3, -0.5], [-4.7, 2.2, 1.4], [-4.7, -1.9, 1.5], [0.3, -0.4, 0.1], [-0.7, 0.0, 1.1], [0.7, 1.0, -0.9], [0.4, -0.9, 0.5], [0.3, 0.2, -0.3], [-0.2, -0.1, 0.0], [-0.1, 0.1, 0.1], [-0.6, 0.0, -0.1], [-0.2, -0.5, 0.5]],
  "e_homo_ha": [-0.8664, -0.8663],
  "fmax_ha_per_bohr": 0.161,
  "gap_ha": [0.15628, 0.11563],
  "charge": 4,
  "molar_mass_da": 467.73,
  "energy_ha": -1689.578471,
  "lumo_energy_ev": [-19.322, -20.426]
}

***

No. 2
{
  "formula": "C28H28CoN5O8",
  "method": "the ωB97M-V functional and the def2-TZVPD basis",
  "elements": ["Co", "O", "C", "O", "C", "C", "C", "C", "C", "O", "C", "C", "O", "O", "H", "H", "H", "H", "H", "H", "H", "H", "C", "O", "C", "C", "C", "C", "C", "C", "O", "C", "O", "C", "H", "H", "H", "H", "H", "H", "H", "H", "H", "C", "C", "N", "C", "C", "N", "C", "N", "N", "N", "C", "C", "C", "C", "C", "C", "H", "H", "H", "H", "H", "H", "H", "H", "H", "H", "H"],
  "coordinates": [[1.29823, -0.25150, 2.06133], [3.57662, 0.74222, 5.20716], [2.65509, 0.75053, 4.39959], [2.76131, 0.55669, 3.13347], [1.25044, 1.09287, 4.91327], [0.42157, 1.92794, 3.92881], [-0.68683, 2.67095, 4.67477], [-1.65787, 1.50859, 5.00676], [-0.93583, 0.31667, 4.37526], [-0.32671, 0.91759, 3.20851], [0.28633, -0.10618, 5.20589], [0.65861, -1.52997, 4.75735], [0.56613, -2.43953, 5.57875], [0.92830, -1.65895, 3.51648], [1.40654, 1.64775, 5.83919], [0.99472, 2.50557, 3.20867], [-1.16239, 3.41160, 4.03170], [-0.30495, 3.17685, 5.56127], [-2.63079, 1.66285, 4.53835], [-1.81224, 1.36120, 6.07551], [-1.57058, -0.50949, 4.06106], [0.04931, -0.15114, 6.26800], [-1.63042, 3.50356, -2.97883], [-0.61143, 2.73484, -3.58884], [0.18236, 1.98713, -2.76964], [1.18895, 1.25434, -3.43125], [2.05547, 0.52425, -2.66370], [1.96513, 0.43178, -1.25851], [2.92108, -0.39679, -0.54111], [4.26174, -0.77601, -1.13536], [2.73147, -0.82679, 0.59842], [0.91687, 1.15195, -0.58605], [0.71178, 1.15787, 0.67112], [0.05177, 1.94756, -1.40530], [-2.19193, 3.96266, -3.78902], [-1.20416, 4.28477, -2.34252], [-2.29966, 2.87547, -2.38994], [1.26238, 1.29964, -4.50833], [2.83350, -0.02802, -3.17160], [4.42371, -0.52728, -2.17852], [4.41504, -1.84278, -0.97580], [5.01053, -0.25485, -0.53568], [-0.70397, 2.51158, -0.87845], [-2.02123, -0.21089, 0.62964], [-1.14738, -1.38283, 0.36399], [0.02857, -1.60831, 0.88841], [0.48138, -2.80166, 0.38072], [-0.42753, -3.30191, -0.48690], [-1.47666, -2.39405, -0.49748], [-2.58025, -2.41689, -1.40708], [-2.38977, -1.53128, -2.53810], [-3.07880, -0.37321, -2.59456], [-2.71809, 0.29869, -3.61964], [-1.73284, -0.41720, -4.27488], [-0.99516, -0.09552, -5.41924], [-0.05783, -1.00682, -5.83405], [0.15025, -2.21679, -5.12596], [-0.56164, -2.53909, -3.99863], [-1.52169, -1.60235, -3.58648], [-1.54498, 0.41328, 1.38136], [-3.00210, -0.53454, 0.98848], [-2.16936, 0.38801, -0.27004], [1.43283, -3.20393, 0.68135], [-0.45123, -4.20015, -1.07873], [-3.50389, -2.09346, -0.93171], [-2.70039, -3.43776, -1.76952], [-1.15369, 0.84353, -5.93115], [0.54780, -0.79994, -6.70598], [0.91026, -2.90020, -5.48267], [-0.37179, -3.45271, -3.45342]],
  "atomic_forces_ev_per_a": [[-0.3, -0.2, 0.1], [0.0, 0.0, 0.0], [0.1, 0.0, -0.2], [0.1, 0.1, 0.1], [0.0, 0.0, 0.3], [0.0, 0.0, -0.2], [0.0, 0.0, 0.0], [0.0, 0.0, 0.0], [0.0, 0.0, -0.1], [0.0, 0.0, 0.2], [-0.2, 0.1, 0.1], [0.2, 0.1, -0.1], [0.0, 0.0, 0.0], [0.1, -0.2, -0.2], [0.0, 0.0, 0.0], [0.0, 0.0, 0.0], [0.0, 0.0, 0.0], [0.0, 0.0, 0.0], [0.0, 0.0, 0.0], [0.0, 0.0, 0.0], [0.0, 0.0, 0.0], [0.0, 0.0, 0.0], [0.0, 0.0, 0.0], [0.0, -0.1, 0.0], [0.0, 0.2, -0.1], [0.1, 0.0, 0.2], [-0.1, 0.1, -0.1], [0.1, -0.1, -0.1], [-0.3, 0.0, 0.1], [0.1, 0.0, 0.0], [0.1, 0.0, 0.1], [-0.1, 0.0, 0.0], [0.2, 0.0, 0.0], [0.0, -0.1, 0.0], [0.0, 0.0, 0.0], [0.0, 0.0, 0.0], [0.0, 0.0, 0.0], [0.0, 0.0, 0.1], [0.0, 0.0, 0.0], [-0.1, 0.0, 0.0], [0.0, 0.0, 0.0], [0.0, 0.0, 0.0], [0.0, 0.0, 0.0], [-0.1, 0.0, 0.0], [0.1, 0.1, -0.2], [-0.2, 0.0, 0.0], [0.1, 0.0, 0.0], [-0.1, 0.0, -0.1], [0.1, -0.1, 0.1], [0.0, 0.0, -0.2], [-0.1, -0.1, 0.0], [-0.2, 0.1, -0.1], [0.1, -0.1, 0.0], [-0.2, 0.3, -0.1], [-0.1, -0.1, -0.1], [-0.1, -0.2, 0.1], [0.1, 0.2, -0.2], [-0.1, 0.1, 0.1], [0.3, -0.2, 0.1], [0.0, 0.0, 0.0], [0.0, 0.0, 0.0], [0.0, 0.0, 0.0], [0.0, 0.0, 0.0], [0.0, 0.0, 0.0], [0.0, 0.0, 0.1], [0.0, 0.0, 0.0], [0.0, 0.0, 0.0], [0.0, 0.0, 0.0], [0.0, 0.0, 0.0], [0.0, 0.0, 0.0]],
  "e_homo_ha": [-0.1890, -0.1892],
  "fmax_ha_per_bohr": 0.007,
  "gap_ha": [0.26635, 0.26660],
  "charge": -1,
  "spin_multiplicity": 4,
  "molar_mass_da": 621.49,
  "s2": 3.76,
  "energy_ha": -3342.434747,
  "lumo_energy_ev": [2.106, 2.105]
}

***

No. 3
{
  "formula": "C28H84FKO14",
  "method": "the ωB97M-V functional and the def2-TZVPD basis",
  "elements": ["K", "F", "C", "C", "O", "H", "H", "H", "H", "H", "H", "C", "C", "O", "H", "H", "H", "H", "H", "H", "C", "C", "O", "H", "H", "H", "H", "H", "H", "C", "C", "O", "H", "H", "H", "H", "H", "H", "C", "C", "O", "H", "H", "H", "H", "H", "H", "C", "C", "O", "H", "H", "H", "H", "H", "H", "C", "C", "O", "H", "H", "H", "H", "H", "H", "C", "C", "O", "H", "H", "H", "H", "H", "H", "C", "C", "O", "H", "H", "H", "H", "H", "H", "C", "C", "O", "H", "H", "H", "H", "H", "H", "C", "C", "O", "H", "H", "H", "H", "H", "H", "C", "C", "O", "H", "H", "H", "H", "H", "H", "C", "C", "O", "H", "H", "H", "H", "H", "H", "C", "C", "O", "H", "H", "H", "H", "H", "H"],
  "coordinates": [[33.06678, -17.91569, -10.88800], [33.98510, -14.50015, -14.10821], [36.93102, -18.24325, -11.11210], [37.87710, -19.09770, -11.97238], [37.08193, -20.19058, -12.50982], [37.48922, -17.40530, -10.69454], [36.43485, -18.82746, -10.33710], [36.15708, -17.75746, -11.70634], [38.70036, -19.43286, -11.34150], [38.29068, -18.45923, -12.75302], [37.66063, -20.75640, -13.02611], [29.07434, -18.18209, -9.90021], [29.75368, -18.50232, -11.26653], [30.81363, -19.42544, -11.08012], [28.12628, -17.72443, -10.18278], [29.61970, -17.47625, -9.27372], [28.97037, -19.08865, -9.30403], [30.02392, -17.57288, -11.76774], [29.07189, -19.04032, -11.92517], [30.39847, -20.22764, -10.75499], [35.38749, -11.58217, -10.34204], [34.86024, -12.06279, -11.70222], [35.00927, -13.43999, -11.65473], [34.80490, -12.05554, -9.55171], [35.29452, -10.50351, -10.21584], [36.44578, -11.83678, -10.28470], [35.43149, -11.49648, -12.43779], [33.79753, -11.85083, -11.81982], [34.97514, -13.80567, -12.54170], [35.98570, -20.83030, -7.85473], [36.08046, -21.80948, -9.02089], [36.85876, -22.91594, -8.62428], [36.98889, -20.50592, -7.57817], [35.35258, -21.15660, -7.02964], [35.54820, -19.89093, -8.19279], [36.45838, -21.36763, -9.94287], [35.09781, -22.22464, -9.24483], [36.46917, -23.68292, -9.05037], [34.15224, -22.60891, -12.46295], [33.83570, -21.13550, -12.60163], [34.48957, -20.36103, -11.58435], [33.82405, -23.25549, -13.27679], [33.74469, -23.00486, -11.53278], [35.24053, -22.63959, -12.41009], [32.76196, -20.98643, -12.48780], [34.11211, -20.66835, -13.54686], [35.42594, -20.31951, -11.79193], [31.97628, -13.57140, -9.56249], [31.15907, -14.82412, -9.63176], [31.51019, -15.49845, -10.78672], [33.02678, -13.81599, -9.71971], [31.80976, -13.16163, -8.56626], [31.66065, -12.88776, -10.35059], [30.10005, -14.57433, -9.69648], [31.44589, -15.45461, -8.79015], [31.36514, -14.86674, -11.49488], [31.07139, -22.81507, -9.17988], [29.71607, -22.10205, -9.09172], [29.50794, -21.58287, -10.39984], [31.47429, -22.94071, -8.17490], [31.82001, -22.18557, -9.66091], [31.01984, -23.73152, -9.76773], [29.65557, -21.29210, -8.36478], [28.98224, -22.83146, -8.74884], [29.14588, -22.28926, -10.93977], [31.41410, -19.28212, -6.33557], [32.35946, -19.38352, -7.51743], [32.57926, -18.13445, -8.03981], [31.92222, -18.69669, -5.56928], [31.10577, -20.25758, -5.95939], [30.47453, -18.82152, -6.64077], [31.86663, -19.96880, -8.29374], [33.31488, -19.82817, -7.23895], [32.61124, -17.43918, -7.37862], [29.56959, -16.20111, -6.31661], [29.34766, -14.69460, -5.99204], [30.60990, -14.05067, -5.95926], [30.26768, -16.59126, -5.57596], [30.02657, -16.45547, -7.27295], [28.65637, -16.79106, -6.23864], [28.92984, -14.56869, -4.99321], [28.62606, -14.16675, -6.61557], [30.49033, -13.15743, -6.29007], [34.64474, -17.02650, -5.22368], [33.81685, -15.72645, -5.41295], [32.78587, -15.92892, -6.34483], [34.01861, -17.90546, -5.07045], [35.29040, -16.95685, -4.34825], [35.34935, -17.23330, -6.02920], [34.49465, -14.91658, -5.68276], [33.40525, -15.39752, -4.45875], [32.17022, -15.20309, -6.21932], [31.81896, -18.74237, -14.60543], [33.00495, -17.76610, -14.68407], [33.13849, -17.04605, -13.47303], [31.96940, -19.55876, -15.31181], [30.89107, -18.32626, -14.99783], [31.69655, -19.05550, -13.56857], [32.75112, -17.04323, -15.45940], [33.90094, -18.36867, -14.83306], [33.52236, -16.19843, -13.70922], [29.15820, -14.77468, -13.27244], [30.56457, -14.56043, -13.90224], [31.45005, -13.94904, -12.98474], [29.23278, -15.61510, -12.58234], [28.34423, -14.91370, -13.98394], [28.82372, -13.98408, -12.60076], [30.39450, -13.98894, -14.81470], [30.90453, -15.57604, -14.10486], [32.33091, -14.04073, -13.35525], [36.85958, -14.98337, -9.00932], [35.47235, -15.62533, -8.99450], [35.05985, -16.01718, -10.33892], [36.75258, -14.00025, -9.46771], [37.67295, -15.48349, -9.53507], [37.17219, -14.77125, -7.98688], [34.74921, -14.96744, -8.51247], [35.44960, -16.52400, -8.37809], [34.92856, -15.21086, -10.84313], [37.42587, -15.62653, -13.05015], [37.50442, -14.35570, -13.89945], [36.59901, -14.42580, -15.00167], [37.56419, -16.54628, -13.61851], [36.45315, -15.72870, -12.56902], [38.22964, -15.73561, -12.32204], [38.45303, -14.16080, -14.39972], [37.32502, -13.45405, -13.31383], [35.70356, -14.44351, -14.65606]],
  "atomic_forces_ev_per_a": [[0.0, 0.2, 0.0], [0.0, -0.2, 0.6], [0.3, 0.0, -0.7], [-1.2, 0.6, 0.7], [0.9, 0.5, 0.2], [0.0, -0.2, 0.3], [0.2, 0.0, 0.2], [0.0, -0.3, -0.1], [0.0, -0.5, -0.1], [0.0, -0.2, -0.3], [0.0, -0.1, -0.1], [0.3, 0.2, -1.2], [-0.8, -0.6, 1.2], [1.4, 1.2, -0.2], [-0.3, -0.1, 0.5], [0.3, 0.1, -0.3], [-0.4, -0.1, -0.2], [0.7, -0.2, 0.1], [-0.6, 0.4, 0.0], [-0.1, -0.4, -0.1], [-0.5, 0.3, -0.4], [-0.2, 1.2, 1.6], [0.8, -1.0, -0.1], [0.2, -0.1, 0.2], [0.0, 0.1, -0.1], [-0.1, -0.1, 0.2], [0.1, -0.6, -0.6], [-0.1, 0.4, -0.1], [-0.6, -0.3, -0.9], [0.1, 0.8, -1.0], [-1.0, -0.1, 0.6], [0.6, -0.6, 0.1], [0.1, -0.4, 0.5], [0.5, -0.3, 0.1], [-0.3, 0.1, -0.3], [0.2, 0.3, 0.1], [-0.4, 0.5, -0.2], [0.3, -0.1, 0.1], [0.7, 0.2, 0.0], [-0.4, 0.6, 0.3], [-1.2, -0.2, 0.4], [-0.1, 0.3, -0.1], [0.0, 0.1, 0.1], [0.1, -0.5, 0.0], [0.0, 0.2, 0.1], [0.1, -0.5, -0.4], [0.4, 0.0, -0.3], [-0.1, 0.4, 0.4], [0.5, 0.2, 0.1], [0.1, -1.7, -0.4], [0.0, 0.1, 0.1], [0.3, 0.6, 0.0], [0.1, 0.2, 0.1], [-0.4, -0.1, 0.7], [-0.5, -0.1, 0.2], [0.3, 0.2, -1.2], [0.3, 0.8, 0.9], [1.3, -0.9, -0.2], [-1.4, -0.1, 0.2], [0.0, -0.7, 0.1], [-0.2, 0.3, -0.2], [-0.1, -0.1, 0.3], [0.4, 0.2, -0.2], [-0.4, 0.1, -0.4], [0.0, 0.1, -0.3], [0.0, -0.5, 0.0], [-0.8, -0.7, 0.7], [0.4, 1.2, -1.8], [-0.4, 0.0, 0.3], [0.4, -0.1, 0.3], [0.1, 0.4, 0.0], [0.3, -0.3, -0.2], [0.0, -0.4, 0.1], [0.1, 0.3, 0.5], [-0.1, 0.5, 0.5], [-0.3, -1.1, 0.3], [0.5, 0.3, -0.5], [-0.1, 0.0, 0.2], [-0.1, 0.6, -0.2], [-0.2, 0.2, 0.1], [-0.2, -0.5, 0.2], [0.2, -0.2, -0.6], [0.2, 0.1, 0.0], [0.0, 0.5, 0.2], [1.2, -0.9, 0.8], [0.2, -0.1, -0.2], [-0.2, 0.1, -0.1], [-0.1, 0.2, 0.2], [-0.3, 0.1, -0.4], [0.1, 0.1, -0.5], [-0.2, -0.3, 0.2], [-0.6, 0.3, -0.3], [0.1, 0.4, -0.4], [-1.1, -0.3, 0.3], [-0.4, -0.9, 0.4], [0.3, -0.4, 0.4], [-0.1, 0.5, 0.5], [-0.2, -0.4, -0.2], [0.8, -0.1, -0.4], [0.3, 0.3, -0.5], [0.5, 1.4, -0.1], [0.6, 0.1, 0.9], [-1.7, -0.5, 0.4], [-1.2, 0.3, 0.1], [-0.2, -0.4, -0.2], [0.3, -0.3, -0.2], [0.3, 0.6, -0.2], [0.6, 0.1, -0.1], [0.3, 0.1, -0.5], [1.4, -0.1, -0.4], [-0.5, 0.9, 0.3], [0.5, -0.7, -1.0], [0.0, -0.2, 1.5], [0.1, 0.0, -0.2], [-0.4, -0.4, 0.0], [0.1, -0.2, 0.2], [-0.1, 0.3, -0.2], [0.1, -0.3, -0.2], [-0.1, 0.6, -0.2], [0.5, -0.2, -0.2], [-0.4, -0.3, -1.0], [0.9, 0.1, 0.2], [-0.2, 0.2, -0.7], [0.1, 0.2, 0.1], [-0.1, 0.6, 0.4], [0.4, -0.5, 0.4], [-0.2, 0.0, 0.4], [-1.1, -0.1, 0.1]],
  "e_homo_ha": -0.3216,
  "fmax_ha_per_bohr": 0.042,
  "gap_ha": 0.32400,
  "molar_mass_da": 703.06,
  "energy_ha": -2870.328478,
  "lumo_energy_ev": 0.065
}